Record 1
185
Properties=species:S:1:pos:R:3:forces:R:3:mulliken_charge:R:1 method="wB97M-V/def2-TZVPD" gap_ev=9.680 de_lowest_ev=0.000 max_force_ev_per_a=2.08 smiles="CCOC(=O)C(F)(F)F.CCOC(=O)C(F)(F)F.CCOC(=O)C(F)(F)F.CCOC(=O)C(F)(F)F.CCOC(=O)C(F)(F)F.COCCOCCOC.COCCOCCOC.COCCOCCOC.COCCOCCOC.COCCOCCOC" homo_ev=-9.46 total_charge=0 energy_ha=-5340.87221
C -9.7819 -19.4155 -4.4078 0.16 0.05 -0.13 -1.141
C -9.7451 -19.8081 -2.9445 -2.04 -0.11 -0.39 -0.305
O -8.5966 -19.2713 -2.3077 0.89 -0.56 0.39 -0.177
C -8.5871 -18.0143 -1.9139 -0.76 0.18 -0.14 -0.071
O -9.5032 -17.2471 -1.9333 0.11 -0.05 0.04 -0.517
C -7.1845 -17.5869 -1.4554 0.91 0.90 0.06 1.332
F -7.1986 -16.3105 -1.0648 -0.30 -0.16 0.07 -0.266
F -6.6771 -18.3005 -0.4427 -0.33 -0.32 -0.07 -0.214
F -6.3100 -17.6536 -2.4741 -0.19 -0.34 -0.09 -0.267
H -9.8238 -18.3280 -4.4799 0.19 0.00 -0.03 0.308
H -10.6763 -19.7694 -4.9205 -0.04 -0.24 0.23 0.391
H -8.9151 -19.7951 -4.9481 0.04 0.09 0.01 0.300
H -9.8221 -20.8779 -2.7513 0.94 -0.09 -0.22 0.353
H -10.6892 -19.4846 -2.4901 0.41 0.64 0.27 0.343
C -7.9698 -21.4493 0.6181 -0.91 0.39 0.37 -0.969
C -6.8160 -22.4338 0.6024 0.20 1.35 -0.93 0.917
O -6.9198 -23.2313 1.7849 0.58 -0.47 -0.08 -0.314
C -6.2479 -24.3816 1.7283 -0.47 0.16 -0.17 0.470
O -5.6743 -24.8101 0.7739 0.34 -0.06 0.09 -0.530
C -6.3917 -25.2036 3.0287 -0.14 -0.46 -0.65 0.838
F -5.2551 -25.8521 3.2469 0.22 0.11 0.35 -0.206
F -6.7322 -24.4835 4.0811 0.18 0.28 0.34 -0.240
F -7.3469 -26.1301 2.8447 -0.14 0.03 -0.07 -0.262
H -7.7446 -20.4132 0.8762 0.59 -0.12 -0.13 0.268
H -8.6793 -21.7251 1.4017 -0.02 -0.30 -0.13 0.390
H -8.5366 -21.4095 -0.3116 0.17 -0.17 -0.10 0.057
H -5.8601 -21.9039 0.5539 0.04 -0.06 0.74 -0.853
H -6.7462 -22.9859 -0.3350 -0.60 -0.70 0.37 0.318
C 1.5021 -21.0940 2.3414 0.01 0.60 -1.02 -0.546
C 1.8797 -20.0656 3.3867 -0.60 -1.12 0.06 -0.500
O 2.2230 -18.8744 2.6734 0.44 0.35 -0.27 -0.187
C 2.0947 -17.7043 3.2653 -0.73 -0.39 0.06 0.175
O 1.5561 -17.4852 4.3099 0.16 0.25 0.08 -0.581
C 2.6880 -16.5797 2.3932 0.33 0.49 0.41 1.110
F 1.7550 -15.7492 1.9090 -0.18 -0.31 0.00 -0.248
F 3.4927 -15.8335 3.1722 -0.02 -0.24 -0.18 -0.285
F 3.3927 -17.0563 1.3731 0.09 0.06 -0.08 -0.249
H 1.2159 -22.0713 2.7192 0.26 0.00 0.19 0.339
H 2.3043 -21.1697 1.6025 0.17 -0.39 0.27 0.469
H 0.6738 -20.7149 1.7322 -0.21 0.04 0.32 -0.085
H 2.7494 -20.4007 3.9504 0.05 0.21 0.10 0.326
H 1.0394 -19.9177 4.0633 0.14 0.40 0.08 0.253
C 5.6351 -14.4261 1.2866 0.45 0.72 0.56 -0.829
C 7.0689 -14.8597 1.0823 0.15 0.78 -0.63 -0.302
O 7.8741 -13.8281 1.7311 -0.29 0.11 0.42 -0.253
C 9.1067 -13.6844 1.3147 1.15 -0.65 -0.46 0.329
O 9.6984 -14.3550 0.5121 -0.46 0.03 0.01 -0.521
C 9.8630 -12.5424 2.0177 -0.52 0.45 0.67 0.899
F 11.1597 -12.5929 1.7749 0.01 -0.08 -0.10 -0.226
F 9.4036 -11.3429 1.6143 0.02 -0.17 0.00 -0.255
F 9.6819 -12.6201 3.3523 0.05 0.04 -0.23 -0.254
H 4.9306 -15.1153 0.8367 -0.09 -0.03 0.07 0.062
H 5.5023 -13.4101 0.9067 -0.01 -0.22 -0.53 0.360
H 5.4573 -14.2631 2.3515 -0.21 -0.61 0.04 0.373
H 7.3670 -14.8172 0.0339 -0.17 -0.35 -0.03 0.334
H 7.3262 -15.8344 1.4890 -0.02 0.02 0.15 0.278
C -2.6373 -23.5047 -4.7506 0.12 -0.16 0.58 -1.391
C -2.8325 -23.6094 -3.2432 0.48 -0.04 -0.66 0.575
O -3.7004 -24.7418 -2.9938 -0.63 0.26 0.67 -0.335
C -3.1724 -25.8362 -2.4949 0.99 -0.58 -0.62 0.489
O -1.9993 -26.0876 -2.3848 -0.35 0.28 0.31 -0.555
C -4.1982 -26.9607 -2.2122 -0.52 0.83 0.07 0.829
F -5.4402 -26.4878 -2.0238 0.23 -0.12 -0.05 -0.253
F -4.2313 -27.7830 -3.2665 0.08 -0.16 0.10 -0.260
F -3.8363 -27.6273 -1.1252 0.02 -0.22 -0.08 -0.241
H -2.0682 -22.5993 -4.9597 -0.13 0.03 -0.20 0.371
H -3.6070 -23.5076 -5.2440 0.04 0.23 -0.12 0.347
H -2.0690 -24.3641 -5.1052 0.02 0.01 -0.05 0.358
H -3.2908 -22.7151 -2.8281 -0.31 -0.18 0.07 -0.156
H -1.8783 -23.7570 -2.7418 -0.03 -0.13 0.06 0.238
C 2.9411 -12.0665 -4.3585 0.16 0.54 -0.31 -0.601
O 2.9691 -12.4240 -5.7210 0.05 -0.46 0.02 -0.304
C 2.5911 -11.4085 -6.6153 -0.23 0.27 0.05 -0.507
C 1.0714 -11.2161 -6.6886 0.18 -0.71 -0.40 -0.405
O 0.6726 -10.7169 -7.9517 -0.02 0.45 0.28 -0.347
C 0.7707 -9.3136 -8.0758 0.33 0.21 -0.50 -0.186
C 0.4976 -8.9533 -9.5313 -0.15 0.21 0.10 -0.697
O -0.8905 -8.9685 -9.8052 -0.24 -0.37 -0.27 -0.355
C -1.5200 -7.7387 -9.5305 0.63 0.24 0.82 -0.724
H 1.9212 -11.9208 -3.9892 0.01 -0.16 0.10 0.284
H 3.4904 -11.1246 -4.2188 -0.03 -0.03 0.12 0.347
H 3.4605 -12.8464 -3.8084 -0.15 -0.08 0.08 0.075
H 2.9179 -11.7182 -7.6075 0.13 0.04 0.02 0.282
H 3.0826 -10.4691 -6.3278 0.12 -0.01 -0.16 0.353
H 0.7234 -10.6195 -5.8401 -0.31 0.10 -0.16 0.343
H 0.6219 -12.2113 -6.6768 0.01 0.02 0.44 0.287
H 1.7758 -8.9638 -7.8048 -0.01 -0.02 0.05 0.284
H 0.0409 -8.8122 -7.4316 0.00 -0.01 0.12 0.255
H 1.0005 -9.6787 -10.1713 -0.22 -0.17 0.00 0.312
H 0.9032 -7.9739 -9.8127 0.11 0.05 0.30 0.407
H -1.3723 -7.0284 -10.3475 -0.24 0.00 -0.10 0.280
H -1.0815 -7.2899 -8.6255 0.00 0.08 -0.12 0.315
H -2.5655 -7.8840 -9.2714 -0.11 -0.20 -0.47 0.276
C -4.0398 -20.0078 -1.0795 0.06 -1.47 -0.31 0.545
O -2.7711 -20.5169 -1.4885 0.50 0.63 0.66 -0.123
C -1.9482 -19.4765 -2.0249 -0.44 0.40 0.25 0.592
C -0.5196 -19.3887 -1.4593 -0.16 -0.18 -0.56 0.519
O 0.4392 -19.4335 -2.5110 0.22 -0.03 0.45 -0.419
C 0.5168 -18.2142 -3.2168 0.15 -0.07 -0.50 -0.454
C 1.1224 -17.0068 -2.5276 0.38 0.72 -1.05 0.352
O 2.5162 -17.0997 -2.2781 -0.61 -0.82 0.55 -0.247
C 3.0387 -15.9441 -1.6761 0.51 -0.22 0.04 -0.482
H -4.4787 -20.7813 -0.4445 0.07 0.10 0.10 -0.963
H -4.6774 -19.9779 -1.9686 -0.18 0.71 0.15 0.504
H -3.9660 -19.0879 -0.5023 -0.03 0.19 -0.24 0.047
H -2.4005 -18.5115 -1.7768 -0.27 -0.10 -0.23 -0.948
H -1.9552 -19.5866 -3.1118 0.34 0.05 -0.06 0.397
H -0.3351 -20.2032 -0.7585 0.11 -0.12 -0.18 -0.006
H -0.4066 -18.4458 -0.9210 -0.07 -0.07 0.22 -0.127
H -0.4770 -17.9101 -3.5733 -0.09 0.12 0.20 0.336
H 1.0702 -18.4084 -4.1378 0.23 -0.18 0.18 0.107
H 0.5147 -16.6840 -1.6763 0.36 -0.03 0.32 -0.485
H 1.0773 -16.2139 -3.2929 -0.69 0.12 0.12 0.435
H 2.9773 -15.0712 -2.3377 -0.13 0.02 0.02 0.335
H 4.0886 -16.1789 -1.4970 0.04 0.21 0.00 0.108
H 2.5882 -15.7218 -0.7048 -0.24 0.04 -0.10 0.113
C -2.0657 -13.8736 3.7884 -0.47 -0.15 0.18 -0.793
O -2.6230 -15.0715 3.2870 -0.29 -0.11 -0.28 -0.413
C -1.6484 -16.0274 2.9475 0.62 0.27 -0.20 -0.175
C -2.1901 -17.2003 2.1716 -0.32 -0.13 0.32 -0.612
O -2.4378 -16.8817 0.8179 0.28 -0.38 -0.37 0.105
C -3.6359 -16.2059 0.5250 0.15 1.38 -0.02 -0.640
C -3.6651 -15.7643 -0.9310 -0.55 -1.19 -0.12 -0.339
O -3.0390 -14.5524 -1.2691 -0.27 0.24 0.49 -0.482
C -1.8046 -14.3150 -0.6500 0.87 -0.05 -0.02 0.070
H -2.8477 -13.1167 3.7407 0.04 0.03 -0.07 0.259
H -1.2117 -13.5515 3.1873 0.10 0.02 0.09 0.317
H -1.7992 -13.9990 4.8424 0.33 0.05 -0.06 0.301
H -1.0903 -16.3585 3.8334 -0.12 -0.10 0.05 0.633
H -0.9183 -15.5710 2.2595 0.12 0.09 0.20 -0.088
H -3.0698 -17.6571 2.6411 -0.07 0.15 0.02 0.362
H -1.4104 -17.9651 2.1756 0.00 -0.03 -0.12 0.184
H -3.7153 -15.2498 1.0653 -0.01 -0.34 0.42 0.515
H -4.5191 -16.7982 0.7821 0.02 -0.20 -0.12 0.426
H -4.7306 -15.6673 -1.1460 0.09 0.34 -0.32 0.174
H -3.2969 -16.5772 -1.5760 0.13 0.06 0.07 -0.043
H -1.4811 -13.3094 -0.9168 -0.14 0.00 -0.11 0.431
H -1.0306 -15.0194 -0.9907 -0.11 -0.01 -0.06 -0.205
H -1.8030 -14.3802 0.4427 -0.36 0.00 -0.04 -0.023
C -1.6612 -21.7370 4.1178 -0.30 0.31 -0.49 -0.471
O -2.5285 -21.0916 3.1950 0.10 0.10 -0.18 -0.383
C -3.1140 -22.0170 2.2920 -0.34 0.52 0.96 -0.392
C -2.1276 -22.6513 1.3444 0.09 0.09 -0.69 1.036
O -1.7860 -23.9480 1.7663 -0.27 -0.50 0.12 -0.419
C -1.1115 -24.6994 0.7737 -0.21 0.64 -0.39 0.036
C 0.3329 -24.2523 0.5960 -0.05 -0.47 0.47 -0.543
O 1.1115 -24.3374 1.7808 0.07 -0.16 -0.08 -0.316
C 0.9797 -25.5483 2.5043 -0.24 0.43 0.29 -0.719
H -2.2382 -22.3756 4.7946 0.10 0.01 0.10 0.284
H -1.1771 -20.9208 4.6492 0.13 -0.22 0.23 0.223
H -0.9348 -22.3493 3.5764 0.12 -0.02 0.23 0.083
H -3.8899 -21.4661 1.7594 0.22 0.18 -0.17 -0.308
H -3.6631 -22.7363 2.9157 0.21 -0.51 -0.38 0.393
H -1.2177 -22.0475 1.2309 -0.15 0.30 0.36 -0.213
H -2.5583 -22.6248 0.3299 -0.08 -0.49 0.05 -0.029
H -1.6353 -24.5680 -0.1832 0.14 0.00 -0.07 -0.255
H -1.2041 -25.7592 1.0020 0.10 0.03 0.31 0.685
H 0.3915 -23.1947 0.3455 -0.05 -0.05 -0.40 0.089
H 0.7633 -24.8763 -0.1984 0.12 0.17 -0.06 0.410
H 0.0710 -25.5096 3.1150 -0.05 -0.19 -0.08 0.214
H 1.8261 -25.5966 3.1862 0.10 -0.13 -0.11 0.277
H 0.9468 -26.4299 1.8607 0.14 -0.02 -0.06 0.315
C 3.6477 -19.7529 -5.8137 -0.16 -0.04 -0.63 -0.751
O 4.6389 -19.2330 -4.9710 -0.15 0.05 0.27 -0.290
C 4.6787 -17.8258 -4.9872 -0.02 0.50 -0.09 -0.345
C 5.6123 -17.2847 -3.9154 -0.73 0.01 -0.55 -0.416
O 6.9748 -17.3999 -4.2361 0.11 -0.06 0.65 -0.395
C 7.4869 -18.7151 -4.0795 -0.29 -0.42 -0.65 -0.115
C 8.9860 -18.6730 -4.0867 0.89 0.99 -0.30 -0.855
O 9.6108 -18.0218 -2.9942 -0.09 -0.02 0.17 -0.329
C 9.4643 -18.7299 -1.7876 -0.66 -0.04 0.07 -0.657
H 3.4702 -20.7923 -5.5474 0.07 -0.01 0.04 0.252
H 3.9448 -19.6982 -6.8711 0.14 -0.08 0.07 0.316
H 2.6964 -19.2073 -5.7631 0.06 0.04 0.35 0.257
H 3.6830 -17.3997 -4.7939 -0.06 -0.20 0.08 0.329
H 4.9872 -17.4428 -5.9709 0.12 -0.13 -0.01 0.318
H 5.3065 -17.7491 -2.9692 0.45 -0.16 0.10 0.221
H 5.3758 -16.2220 -3.8293 0.25 0.09 -0.01 0.337
H 7.2152 -19.3005 -4.9678 -0.13 -0.15 0.17 0.211
H 7.0322 -19.2097 -3.2165 0.12 0.05 0.11 0.342
H 9.2620 -18.0645 -4.9555 -0.03 0.01 0.08 0.320
H 9.4787 -19.6359 -4.2645 -0.46 -0.33 0.23 0.440
H 8.4278 -18.6945 -1.4189 0.01 -0.07 -0.14 0.188
H 10.0549 -18.2601 -1.0048 0.35 -0.04 -0.22 0.271
H 9.7243 -19.7849 -1.9336 0.20 0.01 0.22 0.322

***

Record 2
12
Properties=species:S:1:pos:R:3:forces:R:3:mulliken_charge:R:1 method="wB97M-V/def2-TZVPD" gap_ev=10.712 de_lowest_ev=3.002 max_force_ev_per_a=2.42 smiles="O=C[C@H]1CN1C=O" homo_ev=-10.12 total_charge=0 energy_ha=-360.55908
O -0.1277 2.5116 -1.6740 0.11 -0.76 0.76 -0.468
C 0.0174 1.6670 -0.8379 -0.30 -0.27 -0.19 -0.024
C -0.3034 0.1369 -0.8248 -0.17 0.25 0.27 -0.085
C 0.9143 -0.6451 -0.4531 0.22 -0.22 0.16 -0.409
N 0.0740 -0.1063 0.5706 0.07 -0.55 0.48 -0.195
C -0.6689 -0.8372 1.4813 -0.10 -0.71 0.00 0.038
O -0.5910 -2.0285 1.6230 -0.03 0.14 0.28 -0.488
H 0.3783 1.6270 0.2622 0.31 2.03 -1.28 0.369
H -1.1598 -0.4164 -1.2223 0.24 0.53 -0.05 0.394
H 1.8699 -0.1326 -0.5811 -0.12 -0.20 0.21 0.214
H 0.9403 -1.7282 -0.5078 -0.13 0.07 -0.42 0.294
H -1.2863 -0.1712 2.1155 -0.10 -0.31 -0.20 0.361